The following is a DFT calculation (the ωB97M-V functional and the def2-TZVPD basis) of a single C11H19N3O2S molecule at a distorted geometry.

Output
LUMO level   0.696 eV
Highest occupied orbital energy   -0.328 Ha
SMILES   CCCCCCc1nnc(NC(=O)OCC)s1
Gap between HOMO and LUMO   9.63 eV
Energy relative to the best compared isomer or geometry (same formula, charge and spin)   0.0115 eV

```
36
Properties=species:S:1:pos:R:3:mulliken_charge:R:1
C 2.490 3.054 0.729 -1.305
C 3.391 2.009 0.082 -0.501
C 2.639 0.707 -0.181 -0.199
C 3.540 -0.357 -0.803 -0.763
C 2.799 -1.623 -1.231 -0.770
H 1.976 -1.359 -1.898 0.378
H 3.492 -2.254 -1.792 0.345
C 2.252 -2.449 -0.061 -0.505
C 1.052 -1.859 0.575 0.412
N 0.900 -1.708 1.840 -0.382
N -0.264 -1.175 2.199 -0.566
C -1.027 -0.915 1.192 0.350
N -2.271 -0.359 1.319 -0.029
C -3.075 -0.081 0.244 0.707
O -2.769 -0.297 -0.899 -0.638
O -4.221 0.468 0.664 -0.461
C -5.180 0.781 -0.351 -0.198
C -5.978 -0.447 -0.763 -1.079
H -6.461 -0.892 0.104 0.303
H -5.321 -1.181 -1.220 0.308
H -6.738 -0.159 -1.484 0.351
H -5.823 1.538 0.102 0.293
H -4.657 1.201 -1.215 0.312
H -2.592 -0.145 2.252 0.249
S -0.348 -1.326 -0.362 -0.095
H 3.015 -2.574 0.709 0.257
H 1.979 -3.442 -0.434 0.309
H 4.327 -0.622 -0.093 0.271
H 4.024 0.069 -1.686 0.404
H 2.236 0.340 0.764 0.192
H 1.799 0.907 -0.852 0.319
H 4.241 1.807 0.737 0.341
H 3.783 2.400 -0.860 0.357
H 2.105 2.687 1.678 0.321
H 1.645 3.281 0.083 0.309
H 3.039 3.975 0.914 0.400
```

***

The following is a DFT calculation (the ωB97M-V functional and the def2-TZVPD basis) of 4 unconnected molecules or ions with the total composition C11H20BCl8F3NO6S at a distorted geometry.

Output
Net charge   -1
LUMO level   1.738 eV
Highest occupied orbital energy   -0.178 Ha
Gap between HOMO and LUMO   6.58 eV
Energy relative to the best compared isomer or geometry (same formula, charge and spin)   0.0000 eV

```
51
Properties=species:S:1:pos:R:3:mulliken_charge:R:1
O 6.598 1.690 -0.119 -0.710
C 5.979 0.833 -0.813 0.196
O 6.067 0.935 -2.106 -0.728
C 5.144 -0.347 -0.113 0.219
N 5.127 -0.048 1.329 -0.330
B 4.538 -1.151 2.133 0.556
O 3.458 -0.797 2.994 -0.549
O 4.979 -2.501 2.030 -0.565
S 3.475 -0.625 -0.840 1.126
O 2.969 -2.005 -0.609 -0.654
O 3.470 -0.447 -2.299 -0.591
C 2.155 0.537 -0.190 0.586
F 2.478 1.196 0.956 -0.189
F 1.870 1.498 -1.151 -0.245
F 0.990 -0.206 -0.075 -0.164
H 5.736 -1.302 -0.276 0.263
H 6.074 0.095 1.702 0.268
H 3.026 -1.618 3.294 0.255
H 4.169 -3.031 1.892 0.276
Cl -1.361 -1.832 0.831 -0.219
C -2.312 -0.726 -0.190 -0.229
C -3.620 -0.333 0.458 -0.287
Cl -4.760 -1.701 0.556 -0.207
H -2.471 -1.208 -1.155 0.072
H -1.698 0.162 -0.351 0.289
H -4.109 0.442 -0.134 0.158
H -3.470 0.053 1.465 0.389
Cl -3.303 -5.611 -4.209 -0.197
C -3.622 -4.919 -2.598 -0.385
C -4.590 -3.758 -2.656 -0.218
Cl -3.883 -2.333 -3.458 -0.187
H -2.668 -4.623 -2.162 0.289
H -4.042 -5.719 -1.987 0.306
H -4.860 -3.451 -1.645 0.030
H -5.504 -4.025 -3.186 0.363
Cl -6.637 1.753 0.364 -0.157
C -8.223 1.142 0.895 -0.481
C -8.415 -0.318 0.550 -0.301
Cl -8.566 -0.581 -1.206 -0.186
H -8.994 1.766 0.443 0.349
H -8.268 1.275 1.976 0.277
H -9.335 -0.687 1.005 0.315
H -7.587 -0.927 0.913 0.196
Cl 6.108 3.624 0.033 0.020
C 5.298 5.212 0.260 -0.533
C 5.686 5.877 1.565 -0.380
Cl 5.039 5.009 2.985 -0.216
H 4.220 5.052 0.198 0.265
H 5.599 5.846 -0.578 0.256
H 5.279 6.890 1.604 0.298
H 6.769 5.941 1.674 0.287
```

***

The following is a DFT calculation (the ωB97M-V functional and the def2-TZVPD basis) of a molecular structure, C11H20BrN2O6V at a distorted geometry.

Output
Net charge   -1
LUMO level (spin up / spin down)   2.561 / 2.561 eV
<S²>   0.7802
Highest occupied orbital energy (spin up / spin down)   -0.210 / -0.216 Ha
Gap between HOMO and LUMO (spin up / spin down)   8.28 / 8.45 eV
Spin multiplicity   2

```
41
Properties=species:S:1:pos:R:3:mulliken_charge:R:1
O 0.296 0.912 0.061 -0.513
V -0.620 1.905 0.891 1.232
C 0.483 5.960 0.839 -1.164
C 0.170 4.430 1.132 1.210
O 0.984 3.582 0.693 -0.750
O -0.924 3.983 1.582 -0.791
H 1.487 6.170 1.208 0.289
H -0.155 6.652 1.389 0.333
H 0.335 6.403 -0.146 0.296
C -4.164 0.948 -1.122 -0.968
C -2.838 1.332 -0.488 1.274
O -2.080 2.159 -1.005 -0.696
O -2.454 0.778 0.559 -0.727
H -4.155 -0.088 -1.463 0.092
H -4.556 1.516 -1.966 0.311
H -4.911 0.992 -0.329 0.293
Br -0.127 0.901 3.289 -0.652
C -0.484 -2.078 -2.120 0.176
O 0.434 -1.428 -1.619 -0.501
N -1.438 -2.457 -1.313 0.215
C -2.599 -3.247 -1.804 -0.927
C -1.344 -2.359 0.126 -0.767
H -0.753 -2.266 -3.171 0.186
H -3.573 -2.777 -1.672 0.275
H -2.727 -4.180 -1.257 0.323
H -2.470 -3.456 -2.866 0.303
H -1.354 -3.381 0.502 0.370
H -0.582 -1.646 0.441 0.029
H -2.212 -2.002 0.681 0.305
C 3.401 -0.063 0.626 -1.279
C 2.933 -1.375 1.255 -0.145
C 3.389 -2.537 0.500 -0.261
C 4.827 -2.848 0.518 0.163
N 5.985 -2.962 0.538 -0.490
H 3.089 0.674 1.367 0.243
H 3.041 0.096 -0.390 0.361
H 4.471 0.134 0.696 0.450
H 1.847 -1.307 1.324 0.010
H 3.392 -1.383 2.244 0.366
H 3.106 -2.244 -0.511 0.186
H 2.852 -3.444 0.780 0.340
```

***

The following is a DFT calculation (the ωB97M-V functional and the def2-TZVPD basis) of a molecular structure, C11H20FNO11P2SSiTa.

Output
Net charge   +1
LUMO level   -3.775 eV
Highest occupied orbital energy   -0.441 Ha
Gap between HOMO and LUMO   8.22 eV
Energy relative to the best compared isomer or geometry (same formula, charge and spin)   0.0000 eV

```
49
Properties=species:S:1:pos:R:3:mulliken_charge:R:1
Ta -0.537 0.155 0.819 2.103
C 3.895 -0.314 1.939 -1.206
Si 2.531 -0.845 0.791 0.164
C 1.561 -2.197 1.639 -1.125
C 3.070 -1.378 -0.901 -0.942
N 1.365 0.540 0.566 0.831
C 1.820 1.846 0.274 0.488
C 3.129 2.247 0.018 -0.408
C 3.410 3.588 -0.209 -0.997
C 2.412 4.553 -0.194 -0.410
C 1.092 4.184 0.036 -1.112
C 0.879 2.853 0.250 0.914
F -0.432 2.369 0.458 -0.078
H 4.254 -1.194 2.478 0.414
H 3.538 0.401 2.682 0.384
H 4.753 0.123 1.430 0.376
H 2.317 -2.969 1.824 0.506
H 0.777 -2.672 1.050 0.223
H 1.160 -1.928 2.618 0.387
H 3.711 -2.259 -0.830 0.396
H 3.623 -0.603 -1.435 0.345
H 2.198 -1.646 -1.502 0.256
H 3.926 1.519 -0.011 0.260
H 4.432 3.880 -0.402 0.430
H 2.654 5.592 -0.368 0.415
H 0.275 4.891 0.049 0.501
C -3.942 -1.464 -2.856 -1.716
C -2.839 -0.815 -2.029 0.998
O -2.056 0.125 -2.742 -0.483
P -3.492 0.038 -0.552 0.173
O -4.578 1.042 -1.030 -0.518
O -4.161 -0.955 0.430 -0.405
O -2.302 0.781 0.081 -0.544
P -1.719 -2.093 -1.301 0.515
O -0.960 -2.786 -2.490 -0.503
O -2.525 -2.957 -0.420 -0.805
O -0.630 -1.214 -0.604 -0.749
H -4.634 -0.705 -3.224 0.514
H -4.504 -2.190 -2.271 0.399
H -3.490 -1.974 -3.707 0.448
H -2.576 0.489 -3.469 0.364
H -5.144 1.454 -0.359 0.387
H -3.692 -1.835 0.469 0.492
H -1.180 -3.723 -2.592 0.402
O -1.336 -1.265 1.935 -0.480
S -1.554 -0.420 3.270 1.082
O -0.782 -0.981 4.314 -0.536
O -0.789 0.831 2.650 -0.599
O -2.928 -0.118 3.429 -0.550
```

***

Please write out number 2 again, unchanged.
The following is a DFT calculation (the ωB97M-V functional and the def2-TZVPD basis) of 4 unconnected molecules or ions with the total composition C11H20BCl8F3NO6S at a distorted geometry.

Output
Net charge   -1
LUMO level   1.738 eV
Highest occupied orbital energy   -0.178 Ha
Gap between HOMO and LUMO   6.58 eV
Energy relative to the best compared isomer or geometry (same formula, charge and spin)   0.0000 eV

```
51
Properties=species:S:1:pos:R:3:mulliken_charge:R:1
O 6.598 1.690 -0.119 -0.710
C 5.979 0.833 -0.813 0.196
O 6.067 0.935 -2.106 -0.728
C 5.144 -0.347 -0.113 0.219
N 5.127 -0.048 1.329 -0.330
B 4.538 -1.151 2.133 0.556
O 3.458 -0.797 2.994 -0.549
O 4.979 -2.501 2.030 -0.565
S 3.475 -0.625 -0.840 1.126
O 2.969 -2.005 -0.609 -0.654
O 3.470 -0.447 -2.299 -0.591
C 2.155 0.537 -0.190 0.586
F 2.478 1.196 0.956 -0.189
F 1.870 1.498 -1.151 -0.245
F 0.990 -0.206 -0.075 -0.164
H 5.736 -1.302 -0.276 0.263
H 6.074 0.095 1.702 0.268
H 3.026 -1.618 3.294 0.255
H 4.169 -3.031 1.892 0.276
Cl -1.361 -1.832 0.831 -0.219
C -2.312 -0.726 -0.190 -0.229
C -3.620 -0.333 0.458 -0.287
Cl -4.760 -1.701 0.556 -0.207
H -2.471 -1.208 -1.155 0.072
H -1.698 0.162 -0.351 0.289
H -4.109 0.442 -0.134 0.158
H -3.470 0.053 1.465 0.389
Cl -3.303 -5.611 -4.209 -0.197
C -3.622 -4.919 -2.598 -0.385
C -4.590 -3.758 -2.656 -0.218
Cl -3.883 -2.333 -3.458 -0.187
H -2.668 -4.623 -2.162 0.289
H -4.042 -5.719 -1.987 0.306
H -4.860 -3.451 -1.645 0.030
H -5.504 -4.025 -3.186 0.363
Cl -6.637 1.753 0.364 -0.157
C -8.223 1.142 0.895 -0.481
C -8.415 -0.318 0.550 -0.301
Cl -8.566 -0.581 -1.206 -0.186
H -8.994 1.766 0.443 0.349
H -8.268 1.275 1.976 0.277
H -9.335 -0.687 1.005 0.315
H -7.587 -0.927 0.913 0.196
Cl 6.108 3.624 0.033 0.020
C 5.298 5.212 0.260 -0.533
C 5.686 5.877 1.565 -0.380
Cl 5.039 5.009 2.985 -0.216
H 4.220 5.052 0.198 0.265
H 5.599 5.846 -0.578 0.256
H 5.279 6.890 1.604 0.298
H 6.769 5.941 1.674 0.287
```